{"formula": "C28H63F6N6O12S2", "method": "wB97M-V/def2-TZVPD", "elements": ["S", "S", "F", "F", "F", "F", "F", "F", "O", "O", "O", "O", "O", "O", "O", "O", "O", "O", "O", "O", "N", "N", "N", "N", "N", "N", "C", "C", "C", "C", "C", "C", "C", "C", "C", "C", "C", "C", "C", "C", "C", "C", "C", "C", "C", "C", "C", "C", "C", "C", "C", "C", "C", "C", "H", "H", "H", "H", "H", "H", "H", "H", "H", "H", "H", "H", "H", "H", "H", "H", "H", "H", "H", "H", "H", "H", "H", "H", "H", "H", "H", "H", "H", "H", "H", "H", "H", "H", "H", "H", "H", "H", "H", "H", "H", "H", "H", "H", "H", "H", "H", "H", "H", "H", "H", "H", "H", "H", "H", "H", "H", "H", "H", "H", "H", "H", "H"], "coordinates": [[-1.1690, 0.9122, -0.2856], [-0.9475, -1.1303, 1.1006], [-0.4228, -0.2542, -2.6580], [0.5716, -3.3106, 0.3892], [-0.5247, 1.9081, -2.7046], [-0.6111, -3.5635, 2.1707], [-2.3390, 0.6583, -2.6782], [1.0998, -2.2948, 2.2907], [2.9569, -2.3297, -1.9252], [-1.5010, -4.5631, -5.2797], [-3.5059, -2.5372, 3.0877], [-1.2883, -0.5428, 2.3673], [-2.4090, 5.3137, -5.5607], [4.1151, 2.1380, -1.0061], [4.4169, -0.4231, 2.0633], [-0.5524, 2.2051, -0.0191], [-2.5677, 0.8008, 0.0457], [-2.1073, -1.6895, 0.4403], [-4.2493, 5.2692, -3.0198], [2.8187, 0.9357, 4.1081], [1.6945, 3.4472, 3.3179], [2.9214, -4.5470, -2.4263], [2.7122, -0.2087, -0.2150], [-0.0106, -0.2918, 0.1767], [-0.8907, -5.1330, -3.0992], [-3.3527, -1.1171, 7.4843], [4.3694, -3.0036, 2.0438], [4.6114, -1.6209, 2.7247], [2.9990, 3.9107, 3.9584], [1.9562, 2.9886, 1.8836], [-1.2849, -0.7032, 5.9608], [0.1233, -2.6938, 1.4739], [2.7269, -5.5770, -3.4621], [3.7395, 3.4025, -1.3225], [0.7549, 4.6517, 3.2423], [-1.1012, 0.8324, -2.2487], [2.3061, 3.5111, -1.8503], [1.0337, 2.3722, 4.1853], [1.4455, 0.9596, 3.7526], [-0.9031, -3.8042, -2.4552], [-4.6950, -2.4673, 2.9068], [-0.3388, 5.9813, -4.6298], [-2.4241, -0.9453, 6.8312], [-0.6651, -6.2511, -2.2083], [-1.2381, 5.0459, -5.4494], [2.9207, -3.2410, -2.7319], [-6.3751, 4.4156, -2.3519], [-1.1544, -5.3352, -4.4067], [-4.2354, 3.0335, -2.2568], [-4.8976, 4.3202, -2.6550], [-0.6480, 3.8254, -6.1478], [3.1116, -5.0167, -1.0816], [-5.6906, -3.3367, 3.6578], [-5.2202, -1.7985, 1.6485], [3.9513, -1.6038, 3.6175], [-1.0322, 6.7144, -4.2192], [3.3914, 4.8103, 3.4927], [-6.7491, 3.7423, -1.5812], [-1.5322, -1.0344, 4.9482], [2.1686, 2.8223, -2.6863], [2.4073, -5.7896, -0.7577], [1.3759, 5.3934, 2.7539], [-4.4423, -1.8235, 0.8844], [3.1081, -0.4240, 0.7197], [-6.9035, 4.1103, -3.2618], [0.3641, 6.6111, -5.1792], [-4.6295, 2.1498, -2.7670], [1.6811, -0.1035, -0.0737], [-0.0201, 2.4176, 3.8915], [3.6290, 3.0437, 3.7668], [1.9924, -6.2411, -3.0099], [4.0530, -5.5733, -1.0075], [3.0887, -4.2069, -0.3580], [-6.4098, -2.7066, 4.1847], [-1.3424, 3.5260, -6.9296], [5.5643, -1.6207, 3.2839], [0.2163, 5.3874, -3.9034], [-1.1161, 0.3712, 5.9327], [-0.5464, -7.2093, -2.7232], [2.8813, 4.0205, 5.0330], [-1.5386, -6.4864, -1.5966], [1.1931, 2.5940, 5.2350], [2.2947, 3.9040, 1.4071], [-0.6711, 2.9996, -5.4320], [3.0675, 0.7589, -0.4216], [2.7468, 2.2402, 1.9131], [-5.3660, -0.7242, 1.7904], [3.3002, 0.5970, 3.3237], [-0.0432, -3.7229, -1.7920], [-3.1704, 3.0332, -2.4681], [3.4348, -3.4839, 2.3379], [0.4405, 4.8617, 4.2631], [-1.7749, -3.7068, -1.8049], [3.7117, -6.0300, -3.5715], [-0.1353, 4.2733, 2.7446], [-1.4604, -6.3948, -4.5375], [2.7305, -0.9872, -0.8776], [5.1952, -3.7101, 2.1265], [0.3742, 4.0404, -6.4504], [2.7381, -3.0702, -3.8023], [-6.2020, -4.0967, 3.0699], [1.0205, 2.5436, 1.5539], [4.2482, -2.7123, 0.9930], [4.3860, 3.9041, -2.0723], [-4.5042, 2.8709, -1.2113], [3.7933, 4.1226, -0.4710], [-5.1253, -3.8776, 4.4193], [-0.9003, -2.9217, -3.0892], [0.9291, 0.1853, 4.3318], [0.2702, -6.1584, -1.6588], [1.6106, 3.3399, -1.0319], [1.0927, 0.7035, 2.7504], [2.0839, 4.4990, -2.2792], [-6.1384, -2.2521, 1.2795], [-0.4611, -1.3357, 6.2875], [-6.7109, 5.4278, -2.1329], [2.3065, -5.1199, -4.3536]], "e_above_lowest_ev": 1.469, "total_charge": -1, "homo_lumo_gap_ev": 5.7, "lumo_energy_ev": 1.871, "energy_ev": -101538.2832}

---

{"formula": "C8H15NO6", "method": "wB97M-V/def2-TZVPD", "elements": ["O", "O", "O", "O", "O", "O", "N", "C", "C", "C", "C", "C", "C", "C", "C", "H", "H", "H", "H", "H", "H", "H", "H", "H", "H", "H", "H", "H", "H", "H"], "coordinates": [[1.3109, 1.6016, -0.4137], [-0.7765, -1.8031, 0.0709], [4.3293, -0.6510, 0.2894], [1.5429, -1.2717, 1.1488], [0.0033, 1.1633, 1.4897], [-2.3495, 0.5661, 1.3795], [-1.9951, 0.2561, -0.8451], [-2.6920, 0.1757, 0.2669], [0.0261, -1.0010, -0.7977], [-0.6593, 0.2956, -0.8157], [1.3939, -0.7927, -0.2272], [-4.1950, -0.2702, 0.0295], [3.4111, 0.6193, 0.3319], [-0.0764, 1.5055, 0.2434], [2.1395, 0.4215, -0.6794], [0.0194, -1.3116, -1.6407], [1.1091, -0.2121, 1.6982], [-0.2187, -1.9220, 1.0114], [3.3430, 1.1072, 1.1531], [-1.0037, 0.8922, 1.8270], [-4.6014, 0.4156, -0.9554], [-2.4203, -0.2578, -1.8235], [4.0212, 1.4796, -0.1826], [-0.4451, 2.5614, -0.2901], [2.1079, -1.8887, -0.5488], [-4.1897, -1.3782, -0.1934], [-4.9674, -0.1287, 0.9140], [-0.4397, 0.6153, -1.7050], [2.4258, 0.4002, -1.6431], [3.8463, -1.1872, 0.9076]], "e_above_lowest_ev": 8.355, "homo_lumo_gap_ev": 9.5, "lumo_energy_ev": 0.212, "energy_ev": -22305.6816}

---

{"formula": "C21H36Cl3N2O4PbSi", "method": "wB97M-V/def2-TZVPD", "elements": ["Pb", "Cl", "Cl", "Cl", "Si", "O", "O", "O", "O", "N", "N", "C", "C", "C", "C", "C", "C", "C", "C", "C", "C", "C", "C", "C", "C", "C", "C", "C", "C", "C", "C", "C", "H", "H", "H", "H", "H", "H", "H", "H", "H", "H", "H", "H", "H", "H", "H", "H", "H", "H", "H", "H", "H", "H", "H", "H", "H", "H", "H", "H", "H", "H", "H", "H", "H", "H", "H", "H"], "coordinates": [[-0.9256, -0.6510, 2.9033], [-2.1782, 0.5051, 1.2289], [-0.1466, 5.1310, -3.1498], [-2.5568, -2.5638, 2.2374], [-1.5473, 3.2446, 0.4216], [0.3382, -4.2123, 4.9772], [-1.7369, 2.4167, -0.9949], [2.8202, 1.6734, -0.5965], [0.4596, -1.8017, 0.9534], [1.9565, 2.2069, -2.7048], [0.6176, -3.6763, -0.4599], [-1.9846, 1.3926, -4.6337], [0.3261, 3.6995, 0.2728], [2.5442, 1.3662, -1.7541], [-2.1633, 1.3334, -2.0074], [0.0861, -5.0546, -0.5221], [-2.4218, -1.1478, -2.0519], [1.7655, 1.7438, -4.0942], [-3.3392, 3.1816, -3.5745], [-0.7706, -2.6986, -2.8939], [-2.0507, -2.4234, -2.4433], [2.0090, -3.5152, -0.9046], [-0.2291, -0.3443, -2.4933], [-1.8652, 2.1928, -5.9030], [0.0962, -2.9517, 0.5501], [-2.9925, 4.4850, 0.7069], [2.0893, 3.6109, -2.5160], [0.3181, -3.0809, 4.8381], [-1.5378, -0.0526, -2.1209], [-1.1541, 3.3962, 2.4951], [-2.4945, 1.9161, -3.4775], [0.1328, -1.6429, -2.9224], [1.0187, 4.1471, -2.8339], [0.6920, 1.8299, -4.3290], [2.7865, 4.0081, -3.2529], [-1.0064, -5.0277, -0.5987], [1.1525, -1.7793, -3.2944], [1.1886, 2.9997, 0.4622], [0.4252, 4.6438, 0.8878], [-3.9069, 3.3015, -4.5368], [2.3317, 3.8280, -1.4746], [2.1148, -3.9648, -1.8946], [-1.5986, 0.3725, -4.6655], [-3.2177, 5.0584, -0.2167], [-4.0571, 3.1510, -2.7369], [0.5214, 0.4693, -2.4929], [-0.1523, 3.8624, 2.6392], [-2.7994, 5.2627, 1.4958], [-2.7676, -3.2342, -2.4337], [-3.4207, -0.9833, -1.6709], [0.3627, -5.6050, 0.3894], [-2.8439, 2.4751, -6.3039], [-0.4819, -3.6485, -3.3394], [2.1081, 0.6957, -4.2218], [2.6786, -4.0552, -0.2309], [2.2716, -2.4585, -0.9709], [-1.8728, 4.0809, 2.9957], [0.4836, -5.6083, -1.3745], [-1.3440, 1.6631, -6.7141], [-2.6385, 4.0422, -3.4619], [-3.9694, 4.0166, 0.9779], [2.3287, 2.3936, -4.7858], [0.3720, 3.8790, -0.8168], [-0.7290, -3.4663, 1.0492], [-1.3365, 3.1335, -5.6816], [-3.1828, 1.1980, -1.6257], [2.8072, 0.3552, -2.1353], [-1.1634, 2.4504, 3.0632]], "e_above_lowest_ev": 6.196, "total_charge": -1, "homo_lumo_gap_ev": 5.0, "lumo_energy_ev": 1.647, "energy_ev": -84224.3969}